w:
{
  "formula": "C22H49N2OP3STi",
  "method": "ωB97M-V with the def2-TZVPD basis set",
  "total_charge": 3,
  "lumo_energy_ev": [-10.779, -11.267],
  "e_homo_ev": [-14.20, -14.20],
  "s2": 0.76,
  "spin_multiplicity": 2,
  "symbols": ["Ti", "S", "P", "P", "P", "O", "N", "N", "C", "C", "C", "C", "C", "C", "C", "C", "C", "C", "C", "C", "C", "C", "C", "C", "C", "C", "C", "C", "C", "C", "H", "H", "H", "H", "H", "H", "H", "H", "H", "H", "H", "H", "H", "H", "H", "H", "H", "H", "H", "H", "H", "H", "H", "H", "H", "H", "H", "H", "H", "H", "H", "H", "H", "H", "H", "H", "H", "H", "H", "H", "H", "H", "H", "H", "H", "H", "H", "H", "H"],
  "positions_angstrom": [[0.02, 0.09, 0.07], [-1.60, 1.60, 1.10], [-0.43, -1.80, 1.85], [0.86, 1.90, -1.39], [-1.66, -0.84, -1.49], [0.76, -1.49, -5.42], [-0.42, 1.88, 3.53], [-2.76, 1.91, 3.51], [2.45, -2.67, -6.85], [4.75, -2.16, -6.17], [3.84, -2.93, -6.91], [1.32, 1.19, -3.02], [2.94, -0.72, -5.47], [2.38, 2.81, -0.94], [-2.40, 0.42, -2.58], [-0.28, -3.46, 1.06], [-0.31, 3.25, -1.75], [-0.18, 2.61, 4.81], [4.30, -1.04, -5.46], [0.62, 1.76, 5.78], [1.86, 0.43, 1.37], [-3.11, -1.64, -0.73], [-2.07, -1.88, 2.67], [2.12, -0.54, 0.35], [0.66, -2.06, 3.31], [-1.59, 1.80, 2.86], [-3.89, 2.44, 5.67], [2.02, -1.63, -5.99], [-0.94, -2.09, -2.60], [-3.09, 1.42, 4.89], [-3.81, -1.87, -1.53], [1.84, 0.09, 2.42], [5.81, -2.41, -6.17], [2.18, 3.44, -0.06], [-0.52, 3.79, -0.82], [-1.64, 0.85, -3.24], [-2.86, 1.21, -1.97], [2.18, -1.60, 0.61], [-1.14, 2.91, 5.25], [-0.14, -1.64, -3.20], [2.69, 3.44, -1.78], [0.44, 0.83, -3.56], [0.13, 0.81, 6.01], [-3.67, 0.49, 4.78], [0.39, 1.83, 2.91], [4.97, -0.41, -4.89], [-3.57, 2.00, 2.88], [2.54, 0.15, -4.96], [1.99, 0.34, -2.84], [-3.58, -0.94, -0.01], [-3.97, 2.12, 6.70], [-0.51, -2.90, -1.99], [-0.29, -4.27, 1.81], [1.61, 1.55, 5.36], [1.71, -2.03, 3.02], [2.26, 1.45, 1.25], [-3.18, -0.09, -3.17], [0.66, -3.49, 0.50], [-2.28, -2.88, 3.07], [-2.17, 1.15, 5.41], [3.19, 2.11, -0.69], [2.67, -0.25, -0.55], [0.12, 3.93, -2.49], [0.46, -3.03, 3.78], [-3.42, 3.43, 5.66], [0.37, 3.52, 4.55], [-2.09, -1.17, 3.50], [-1.11, -3.61, 0.35], [0.11, -2.10, -5.80], [-4.89, 2.53, 5.26], [-2.86, -1.61, 1.97], [-1.26, 2.84, -2.14], [0.48, -1.27, 4.05], [0.78, 2.29, 6.72], [1.74, -3.26, -7.43], [-2.81, -2.55, -0.20], [-1.73, -2.47, -3.25], [4.22, -3.76, -7.52], [1.84, 1.95, -3.62]],
  "lowdin_spin": [0.66, 0.01, 0.00, -0.01, 0.02, 0.00, 0.01, 0.00, 0.00, 0.00, 0.00, 0.00, 0.00, 0.00, 0.00, 0.01, 0.00, 0.00, 0.00, 0.00, 0.18, 0.01, 0.00, 0.06, 0.00, 0.01, 0.00, 0.00, 0.00, 0.00, 0.00, 0.01, 0.00, 0.00, 0.00, 0.00, 0.00, 0.01, 0.00, 0.00, 0.00, 0.00, 0.00, 0.00, 0.00, 0.00, 0.00, 0.00, 0.00, 0.00, 0.00, 0.00, 0.00, 0.00, 0.00, 0.01, 0.00, 0.00, 0.00, 0.00, 0.00, 0.00, 0.00, 0.00, 0.00, 0.00, 0.00, 0.00, 0.00, 0.00, 0.00, 0.00, 0.00, 0.00, 0.00, 0.00, 0.00, 0.00, 0.00]
}

***

x:
{
  "formula": "C22H49N2OP3STi",
  "method": "ωB97M-V with the def2-TZVPD basis set",
  "total_charge": 3,
  "lumo_energy_ev": [-10.611, -10.621],
  "e_homo_ev": [-16.55, -16.55],
  "s2": 0.76,
  "spin_multiplicity": 2,
  "symbols": ["Ti", "S", "P", "P", "P", "O", "N", "N", "C", "C", "C", "C", "C", "C", "C", "C", "C", "C", "C", "C", "C", "C", "C", "C", "C", "C", "C", "C", "C", "C", "H", "H", "H", "H", "H", "H", "H", "H", "H", "H", "H", "H", "H", "H", "H", "H", "H", "H", "H", "H", "H", "H", "H", "H", "H", "H", "H", "H", "H", "H", "H", "H", "H", "H", "H", "H", "H", "H", "H", "H", "H", "H", "H", "H", "H", "H", "H", "H", "H"],
  "positions_angstrom": [[0.21, -0.08, -0.16], [0.96, -1.23, -2.61], [1.70, 1.87, -0.50], [2.43, -1.45, 0.36], [-0.32, -0.85, 2.38], [-1.41, 1.35, 0.50], [-1.93, 3.07, 2.05], [-3.56, 2.28, 0.64], [1.04, -2.75, -3.80], [3.86, -1.32, -0.81], [0.08, -3.78, -3.59], [1.82, -2.86, -5.01], [3.30, -1.29, 1.97], [0.41, -4.67, -5.85], [0.92, 3.50, -0.12], [3.32, 2.13, 0.36], [2.04, 2.05, -2.30], [-2.18, -0.50, -1.99], [-0.17, -2.63, 2.91], [-4.01, 1.89, -0.73], [2.14, -3.25, 0.21], [-2.61, -1.23, -0.95], [-0.65, 2.91, 2.71], [1.51, -3.80, -6.00], [-2.02, -0.51, 3.03], [-2.26, 2.19, 1.04], [0.67, -0.03, 3.73], [-4.66, 2.66, 1.57], [-2.58, 4.36, 2.19], [-0.22, -4.72, -4.61], [1.72, -3.53, -0.77], [-0.94, -5.54, -4.47], [0.27, 0.96, 3.96], [-0.05, 2.15, 2.20], [-0.76, 2.66, 3.78], [4.09, -2.35, -1.14], [-0.15, 3.89, 2.66], [0.87, -2.93, 3.08], [-3.35, 4.41, 2.98], [4.74, -0.89, -0.28], [3.11, -3.75, 0.29], [-0.61, -3.27, 2.12], [4.27, -1.80, 1.90], [2.06, -3.95, -6.95], [-0.10, 3.51, -0.47], [-2.12, 0.53, 3.36], [1.43, -3.60, 0.96], [3.66, 3.17, 0.25], [2.71, 1.25, -2.65], [0.09, -5.37, -6.63], [-0.51, -3.80, -2.66], [1.49, 4.30, -0.61], [-1.79, 5.06, 2.52], [-4.03, 0.79, -0.87], [2.72, -1.71, 2.79], [4.09, 1.45, -0.03], [-5.54, 2.02, 1.39], [-3.41, -0.83, -0.25], [0.93, 3.68, 0.95], [-4.34, 2.53, 2.61], [2.46, 3.04, -2.53], [-2.76, 0.37, -2.41], [3.19, 1.93, 1.43], [0.94, -1.64, -0.87], [2.63, -2.15, -5.27], [-2.77, -0.69, 2.25], [-5.05, 2.25, -0.87], [-3.43, 2.34, -1.58], [0.65, -0.64, 4.64], [3.47, -0.22, 2.21], [-0.74, -2.79, 3.84], [-5.05, 3.70, 1.39], [-1.11, -0.63, -2.37], [-2.26, -1.15, 3.89], [1.09, 1.92, -2.84], [3.66, -0.73, -1.70], [1.72, 0.08, 3.42], [-2.02, -2.09, -0.55], [-3.00, 4.74, 1.24]],
  "lowdin_spin": [0.98, 0.02, 0.00, -0.01, -0.01, 0.00, 0.00, 0.00, 0.00, 0.00, 0.00, 0.00, 0.00, 0.00, 0.00, 0.01, 0.00, 0.00, 0.00, 0.00, 0.00, 0.00, 0.00, 0.00, 0.00, 0.00, 0.00, 0.00, 0.00, 0.00, 0.00, 0.00, 0.00, 0.00, 0.00, 0.00, 0.00, 0.00, 0.00, 0.00, 0.00, 0.00, 0.00, 0.00, 0.00, 0.00, 0.00, 0.00, 0.00, 0.00, 0.00, 0.00, 0.00, 0.00, 0.00, 0.00, 0.00, 0.00, 0.00, 0.00, 0.00, 0.00, 0.00, 0.00, 0.00, 0.00, 0.00, 0.00, 0.00, 0.00, 0.00, 0.00, 0.00, 0.00, 0.00, 0.00, 0.00, 0.00, 0.00]
}

***

Of the structures shown above, x is the least stable.